16
Properties=species:S:1:pos:R:3 method="wB97M-V/def2-TZVPD" homo_energy_ev="-12.16 / -13.88" orbital_gap_ev="7.2541 / 4.9681" multiplicity=3 e_above_lowest_ev=0.0000 total_charge=+1 lumo_ev="-4.9 / -8.9"
C -0.879 -1.473 -1.858
C -1.239 -0.105 -1.631
C -0.215 -2.142 -0.788
C -0.960 0.508 -0.430
C 0.076 -1.510 0.384
C -0.277 -0.204 0.568
P -0.132 0.647 2.181
S -1.216 2.097 2.840
Cl 1.442 -0.086 3.194
Cl 3.215 3.093 0.822
H -0.855 -1.937 -2.820
H -1.491 0.617 -2.406
H 0.200 -3.174 -0.876
H -1.102 1.645 -0.440
H 0.621 -2.117 1.130
H 2.811 4.139 0.130